[1]
{"formula": "C5H2N2O", "method": "ωB97M-V/def2-TZVPD", "relative_energy_kcal_mol": 1.21, "homo_ha": -0.4090, "e_lumo_ev": -2.21, "multiplicity": 1, "symbols": ["C", "C", "C", "C", "C", "H", "H", "N", "N", "O"], "xyz": [[0.256, 1.385, 0.733], [-1.078, 0.895, 0.226], [-0.916, -0.281, -0.347], [0.536, -0.610, -0.123], [1.255, -1.790, -0.646], [-2.024, 1.505, 0.365], [-1.462, -1.125, -0.750], [1.153, 0.319, 0.461], [1.648, -2.708, -1.219], [0.632, 2.410, 1.299]], "forces_ev_per_a": [[0.8677, 1.3733, 1.1940], [-2.7099, 2.1232, 0.2345], [0.9091, -1.7013, 0.2877], [0.7128, 0.0666, -0.5518], [-1.0954, 0.5453, -0.0198], [1.3788, -1.0023, -0.3272], [-0.9260, 0.8327, -0.1231], [2.4060, -0.1494, 0.4835], [0.0557, 0.2651, 0.3594], [-1.5988, -2.3532, -1.5373]], "mulliken_charge": [0.3807, -0.4145, -0.3360, 0.7760, 0.1243, 0.3614, 0.4177, -0.4947, -0.3526, -0.4623]}

=====

[2]
{"formula": "C4H4O5Sm", "method": "ωB97M-V/def2-TZVPD", "homo_ha": [-0.4505, -0.5072], "e_lumo_ev": [-4.74, -4.84], "multiplicity": 8, "charge": 1, "symbols": ["O", "C", "O", "O", "C", "C", "H", "H", "H", "H", "O", "O", "C", "Sm"], "xyz": [[-0.868, -0.141, -0.635], [-1.687, -0.259, -1.781], [-0.910, -0.233, -2.791], [-2.884, -0.347, -1.682], [-1.450, -0.049, 0.678], [-0.393, -0.215, 1.696], [-2.216, -0.841, 0.745], [-1.959, 0.920, 0.768], [-0.194, 0.594, 2.398], [0.051, -1.197, 1.865], [4.456, 0.907, 1.178], [3.127, 0.257, -0.600], [3.813, 0.615, 0.278], [1.115, -0.011, -2.118]], "forces_ev_per_a": [[1.0628, 0.0580, -0.1479], [-2.4647, -0.0762, 0.5146], [-0.3908, -0.1276, -1.1516], [1.2931, 0.0724, 0.0388], [-0.9372, 0.0002, 0.3399], [0.1556, -0.0015, 0.1994], [0.2312, 0.2711, 0.0070], [0.1493, -0.2848, -0.0794], [0.0080, -0.3279, -0.1429], [-0.0714, 0.3315, -0.0391], [-0.0505, 0.1374, -0.3778], [0.0135, 0.1479, -0.2943], [0.3620, -0.2101, 1.0028], [0.6390, 0.0096, 0.1305]], "mulliken_charge": [-0.3473, 0.7647, -0.7042, -0.5070, -0.0485, -1.0246, 0.3221, 0.3014, 0.3252, 0.3580, -0.2281, -0.4829, 0.7023, 1.5691]}